one | DFT (wB97M-V/def2-TZVPD) results for an isolated ion of composition C7H10N and charge +1.

Atoms and positions in Å:
C 1.470 1.414 -1.648
C 1.500 0.203 -1.696
C -0.533 -0.730 -0.862
C 1.024 -1.014 -0.964
C 1.438 -0.533 0.422
C -0.747 0.333 0.293
C -1.790 0.094 1.405
N 0.593 0.325 0.836
H 1.332 2.437 -1.893
H -0.807 -0.311 -1.806
H -1.117 -1.601 -0.669
H 1.425 -2.130 -1.122
H 2.451 -0.734 0.925
H -0.758 1.294 -0.110
H -1.627 0.647 2.387
H -1.973 -0.905 1.882
H -2.757 0.336 0.938
H 0.875 0.875 1.683

## Properties
- SMILES: C#C[C@H]1C=[NH+][C@H](C)C1
- Net charge: +1
- LUMO: -4.7 eV


two | DFT (wB97M-V/def2-TZVPD) results for an isolated ion of composition C7H10N and charge +1.

Atoms and positions in Å:
C -0.478 2.052 1.816
C 0.974 -1.141 1.187
C 0.796 -0.971 -0.391
C 0.306 -1.916 -1.215
C -0.147 -0.360 1.665
C -1.261 3.154 1.491
C 0.227 -1.642 -2.720
N -0.272 0.869 1.855
H 0.968 -2.221 1.466
H 1.970 -0.656 1.482
H 0.969 -0.006 -0.712
H -0.151 -2.966 -0.897
H -0.584 4.070 1.205
H -1.941 3.011 0.610
H -1.913 3.442 2.239
H 0.894 -2.325 -3.335
H 0.472 -0.586 -2.776
H -0.830 -1.807 -2.973

## Properties
- Net charge: +1
- LUMO (spin up / spin down): -6.5 / -6.4 eV


Short version: one is the most stable of them.


one | DFT (wB97M-V/def2-TZVPD) results for a 9-piece molecular cluster, C34H54O27 overall.

Atoms and positions in Å:
C -1.200 -23.171 -16.989
C -1.139 -22.426 -15.716
C -0.155 -22.927 -14.676
O 0.731 -21.865 -14.526
C 0.427 -20.816 -15.236
O 0.894 -19.642 -15.237
O -0.704 -21.098 -15.938
H -0.193 -23.381 -17.274
H -1.494 -22.412 -17.770
H -1.891 -23.993 -17.069
H -2.159 -22.417 -15.447
H 0.372 -23.727 -15.075
H -0.765 -23.296 -13.857
C -7.089 -23.465 -9.417
C -7.001 -24.205 -10.782
C -7.272 -25.746 -10.745
O -8.091 -25.949 -11.897
C -8.588 -24.771 -12.304
O -9.380 -24.674 -13.208
O -8.079 -23.770 -11.581
H -6.382 -23.813 -8.597
H -8.085 -23.676 -8.950
H -7.181 -22.377 -9.586
H -6.096 -23.976 -11.287
H -7.857 -25.941 -9.855
H -6.429 -26.407 -10.916
C -9.148 -18.866 -20.178
C -7.799 -19.512 -19.768
C -7.186 -18.599 -18.747
O -7.617 -19.159 -17.523
C -7.821 -20.459 -17.718
O -7.923 -21.303 -16.810
O -7.880 -20.707 -19.026
H -9.482 -19.441 -21.059
H -9.012 -17.835 -20.478
H -9.890 -19.011 -19.364
H -7.182 -19.595 -20.627
H -7.437 -17.490 -18.796
H -6.060 -18.568 -18.689
C -7.999 -19.488 -14.275
C -6.761 -19.444 -13.364
C -6.686 -20.532 -12.288
O -5.288 -20.941 -12.331
C -4.785 -20.573 -13.500
O -3.647 -20.928 -13.826
O -5.658 -19.746 -14.188
H -8.087 -20.520 -14.675
H -7.980 -18.840 -15.167
H -8.941 -19.299 -13.710
H -6.556 -18.441 -13.101
H -7.302 -21.356 -12.418
H -6.954 -20.026 -11.383
C -3.572 -22.917 -10.183
C -2.204 -22.298 -9.973
C -1.439 -21.944 -11.252
O -0.791 -20.692 -11.017
C -1.283 -20.200 -9.868
O -1.020 -19.043 -9.437
O -2.094 -21.058 -9.302
H -3.435 -24.014 -10.187
H -4.043 -22.388 -11.039
H -4.254 -22.705 -9.397
H -1.533 -22.965 -9.420
H -2.138 -21.913 -12.062
H -0.778 -22.721 -11.472
C 4.565 -25.947 -10.732
C 3.101 -25.874 -10.433
C 2.611 -24.552 -9.645
O 1.503 -24.118 -10.380
C 1.443 -24.748 -11.478
O 0.652 -24.624 -12.349
O 2.373 -25.638 -11.602
H 5.027 -24.950 -10.852
H 4.663 -26.498 -11.647
H 5.127 -26.534 -10.098
H 2.711 -26.694 -9.806
H 3.344 -23.848 -9.678
H 2.451 -24.777 -8.633
C -12.772 -21.828 -11.882
C -11.364 -22.318 -11.548
C -10.347 -21.551 -12.434
O -9.496 -20.973 -11.473
C -9.962 -21.215 -10.216
O -9.391 -20.844 -9.205
O -11.060 -21.978 -10.230
H -13.551 -22.238 -11.234
H -12.965 -22.049 -12.842
H -12.817 -20.800 -11.676
H -11.219 -23.386 -11.670
H -10.666 -20.714 -12.883
H -9.679 -22.134 -13.053
C -2.655 -24.937 -13.474
O -3.694 -24.070 -13.221
C -4.466 -23.853 -14.230
O -4.031 -24.015 -15.565
O -5.656 -23.423 -13.799
C -6.529 -23.194 -14.858
H -1.814 -24.634 -12.711
H -2.139 -24.930 -14.416
H -2.908 -26.031 -13.394
H -6.191 -22.407 -15.507
H -7.487 -22.832 -14.425
H -6.773 -24.135 -15.435
C -2.226 -18.936 -21.001
O -2.418 -19.857 -20.013
C -2.956 -19.509 -18.978
O -3.022 -18.142 -18.535
O -3.166 -20.502 -18.128
C -3.905 -20.354 -16.975
H -3.236 -18.385 -21.106
H -1.912 -19.427 -21.936
H -1.525 -18.193 -20.723
H -4.914 -20.271 -17.113
H -3.621 -19.582 -16.341
H -3.718 -21.299 -16.378

## Properties
- SMILES: C[C@H]1COC(=O)O1.C[C@H]1COC(=O)O1.C[C@H]1COC(=O)O1.C[C@H]1COC(=O)O1.C[C@H]1COC(=O)O1.C[C@H]1COC(=O)O1.C[C@H]1COC(=O)O1.COC(=O)OC.COC(=O)OC
- Net charge: 0
- LUMO: 0.3 eV


two | DFT (wB97M-V/def2-TZVPD) results for a 9-piece molecular cluster, C34H54O27 overall.

Atoms and positions in Å:
C -1.593 -1.584 -1.547
C -1.754 -1.941 -2.988
C -2.763 -1.078 -3.762
O -1.833 -0.122 -4.226
C -0.737 -0.665 -4.387
O 0.162 -0.191 -5.133
O -0.606 -1.682 -3.622
H -0.769 -2.000 -1.132
H -2.524 -1.968 -1.028
H -1.619 -0.503 -1.371
H -1.940 -3.001 -2.996
H -3.658 -0.617 -3.232
H -3.115 -1.621 -4.632
C -2.823 -4.011 1.338
C -2.796 -4.169 2.772
C -1.600 -4.943 3.249
O -0.706 -4.087 3.822
C -1.138 -2.892 3.832
O -0.624 -1.858 4.374
O -2.328 -2.883 3.207
H -3.429 -3.183 1.007
H -3.215 -4.967 0.871
H -1.792 -3.863 1.004
H -3.799 -4.584 2.978
H -1.187 -5.696 2.651
H -2.003 -5.471 4.133
C -1.225 3.137 -3.615
C -0.809 2.382 -2.299
C 0.721 2.216 -2.021
O 0.981 3.252 -1.069
C -0.129 3.679 -0.622
O -0.098 4.480 0.252
O -1.242 3.161 -1.268
H -0.727 4.083 -3.563
H -2.316 3.197 -3.705
H -0.962 2.580 -4.483
H -1.320 1.437 -2.270
H 1.320 2.288 -2.843
H 0.935 1.244 -1.511
C 1.286 -4.944 -3.531
C 0.030 -5.608 -2.923
C -0.100 -7.153 -2.729
O 0.028 -7.296 -1.396
C 0.141 -6.163 -0.666
O 0.175 -6.038 0.561
O 0.047 -5.121 -1.551
H 1.352 -5.016 -4.535
H 2.200 -5.363 -3.137
H 1.263 -3.830 -3.381
H -0.876 -5.195 -3.429
H 0.576 -7.708 -3.362
H -1.084 -7.367 -3.124
C 0.379 1.298 4.204
C 0.587 2.800 4.354
C -0.254 3.601 3.302
O -1.143 4.423 3.977
C -0.879 4.310 5.291
O -1.473 4.815 6.193
O -0.036 3.190 5.482
H -0.759 1.061 4.109
H 0.664 0.811 5.176
H 0.725 0.788 3.375
H 1.657 3.076 4.349
H -0.819 2.995 2.520
H 0.432 4.212 2.788
C 2.708 -0.531 -2.209
C 3.058 -0.735 -3.642
C 4.639 -0.691 -3.950
O 4.756 -1.831 -4.823
C 3.591 -2.408 -5.002
O 3.372 -3.186 -5.919
O 2.634 -1.965 -4.180
H 1.635 -0.866 -2.138
H 2.846 0.436 -1.759
H 3.362 -1.215 -1.591
H 2.600 0.083 -4.164
H 5.181 -0.708 -3.072
H 4.964 0.193 -4.473
C 2.536 8.357 1.125
C 3.325 7.115 1.375
C 2.625 6.036 2.131
O 2.782 4.902 1.342
C 3.293 5.187 0.162
O 3.602 4.391 -0.733
O 3.573 6.443 0.144
H 1.644 8.091 0.592
H 2.957 9.187 0.473
H 2.280 8.685 2.100
H 4.204 7.440 1.905
H 1.582 6.144 2.198
H 3.038 6.003 3.161
C -6.548 0.795 3.253
O -5.842 0.105 2.239
C -4.527 0.312 2.303
O -3.938 1.169 3.279
O -3.805 -0.340 1.525
C -2.435 -0.214 1.623
H -6.146 0.556 4.215
H -7.563 0.560 3.300
H -6.380 1.882 3.240
H -2.166 0.671 1.213
H -1.882 -1.001 1.074
H -2.144 -0.280 2.683
C 2.732 1.689 1.076
O 2.808 0.300 1.504
C 1.811 -0.619 1.172
O 0.699 -0.212 0.380
O 2.091 -1.950 1.405
C 1.023 -2.852 1.143
H 3.161 2.380 1.903
H 1.696 1.889 0.880
H 3.259 1.878 0.159
H 0.774 -2.839 0.073
H 0.113 -2.728 1.680
H 1.325 -3.845 1.546

## Properties
- SMILES: C[C@H]1COC(=O)O1.C[C@H]1COC(=O)O1.C[C@H]1COC(=O)O1.C[C@H]1COC(=O)O1.C[C@H]1COC(=O)O1.C[C@H]1COC(=O)O1.C[C@H]1COC(=O)O1.COC(=O)OC.COC(=O)OC
- Net charge: 0
- LUMO: -0.1 eV


Short version: one is the most stable of them.


one | DFT (wB97M-V/def2-TZVPD) results for an isolated ion of composition C4F7O3S and charge -1.

Atoms and positions in Å:
C -0.740 0.786 0.064
C 0.452 0.082 -0.071
C -2.148 0.200 -0.223
C 1.751 0.954 -0.021
O 1.355 -2.269 -0.969
O -0.782 -2.173 0.375
O 1.370 -1.915 1.386
F -0.643 2.104 0.385
F -3.053 1.275 -0.284
F -2.550 -0.590 0.732
F -2.304 -0.429 -1.443
F 2.789 0.271 -0.563
F 1.782 2.075 -0.778
F 2.119 1.452 1.253
S 0.601 -1.824 0.157

## Properties
- SMILES: O=S(=O)([O-])/C(=C(/F)C(F)(F)F)C(F)(F)F
- Net charge: -1
- LUMO: 3.5 eV


two | DFT (wB97M-V/def2-TZVPD) results for C4F7O3S as an isolated structure.

Atoms and positions in Å:
C -1.170 0.320 -0.460
C 1.051 -0.272 0.756
C -2.190 -0.552 -0.020
C 2.426 -0.335 -0.076
O -0.135 2.642 -0.293
O 0.947 0.749 1.443
O 0.218 -1.162 0.534
F -0.862 0.418 -1.680
F -3.484 -0.077 -0.650
F -2.431 -0.379 1.246
F -2.047 -1.855 -0.306
F 2.648 -1.568 -0.510
F 2.398 0.453 -1.136
F 3.507 -0.042 0.632
S -0.873 1.659 0.521

## Properties
- Net charge: -1
- LUMO: 3.5 eV


Short version: one is the most stable of them.